Record 1
{
  "formula": "C7H7N5",
  "method": "ωB97M-V/def2-TZVPD",
  "species": ["H", "N", "C", "N", "C", "N", "N", "C", "C", "C", "C", "N", "C", "H", "H", "H", "H", "H", "H"],
  "coordinates": [[0.432596, -1.624938, 2.637316], [0.356098, -0.997217, 1.846450], [0.803503, -1.286434, 0.703321], [1.315749, -2.566355, 0.304421], [1.504467, -3.601149, 1.183780], [1.677715, -4.423475, 1.951223], [0.818105, -0.401497, -0.341078], [0.003370, 0.708476, -0.497809], [-0.950329, 1.086503, 0.408321], [-1.754732, 2.194659, 0.089334], [-1.582262, 2.831615, -1.069888], [-0.649582, 2.493400, -1.976104], [0.123297, 1.400668, -1.725189], [1.768450, -2.668627, -0.563333], [1.339828, -0.730028, -1.217316], [-1.236184, 0.565280, 1.337135], [-2.501580, 2.373657, 0.781589], [-2.350033, 3.526404, -1.362393], [0.881524, 1.119059, -2.489778]],
  "forces_ev_per_a": [[0.090, -0.498, -0.574], [0.123, 0.557, -0.034], [-0.049, -0.942, 0.948], [-0.235, -0.637, 1.716], [-0.353, 2.650, -1.674], [0.134, -1.239, 1.008], [1.667, -1.625, -2.037], [0.357, -0.136, -0.978], [-1.443, 0.776, 0.831], [1.728, -2.555, 0.899], [-0.037, 0.492, -1.898], [0.826, -1.603, -0.122], [-0.956, 2.029, 0.518], [0.464, -0.111, -1.011], [-1.292, 0.879, 1.917], [0.893, 0.138, -0.797], [-1.548, 0.877, 0.977], [0.291, 0.729, -0.303], [-0.659, 0.221, 0.617]],
  "mulliken_charge": [0.22, -0.63, 0.47, -0.21, 0.28, -0.40, -0.17, 0.66, -0.18, -0.45, -0.35, -0.56, -0.48, 0.20, 0.24, 0.33, 0.42, 0.35, 0.26],
  "e_above_lowest_kcal_mol": 6.5,
  "lumo_ev": 0.186,
  "total_charge": 0,
  "e_tot_ev": -14821.750,
  "smiles": "[H]/N=C(\\NC#N)Nc1cccnc1"
}

---

Record 2
{
  "formula": "C45H74ClN5O25",
  "method": "ωB97M-V/def2-TZVPD",
  "species": ["C", "N", "C", "C", "C", "C", "O", "H", "H", "H", "H", "H", "H", "H", "H", "H", "H", "H", "H", "H", "H", "Cl", "O", "O", "O", "O", "C", "C", "C", "O", "C", "N", "H", "H", "H", "H", "H", "H", "H", "H", "H", "H", "H", "C", "C", "C", "O", "C", "N", "H", "H", "H", "H", "H", "H", "H", "H", "H", "H", "H", "C", "C", "C", "O", "C", "N", "H", "H", "H", "H", "H", "H", "H", "H", "H", "H", "H", "C", "C", "C", "O", "C", "N", "H", "H", "H", "H", "H", "H", "H", "H", "H", "H", "H", "C", "C", "C", "O", "C", "C", "C", "O", "O", "O", "H", "H", "H", "H", "C", "C", "C", "O", "C", "C", "C", "O", "O", "O", "H", "H", "H", "H", "C", "C", "C", "O", "C", "C", "C", "O", "O", "O", "H", "H", "H", "H", "C", "C", "C", "O", "C", "C", "C", "O", "O", "O", "H", "H", "H", "H"],
  "coordinates": [[-1.588789, 2.805705, -1.343599], [-0.700869, 1.684595, -0.810939], [0.705011, 2.197265, -0.644839], [-1.048399, 1.253225, 0.681611], [-0.798669, 0.457475, -1.777099], [-2.161009, -0.250975, -1.771629], [-3.124179, 0.547085, -2.435189], [-1.531119, 2.792595, -2.431999], [-1.236289, 3.764615, -0.963689], [-2.614489, 2.535435, -1.092599], [0.757411, 2.903465, 0.183801], [1.073471, 2.637325, -1.571499], [1.350741, 1.371885, -0.345039], [-2.111159, 1.042025, 0.800161], [-0.775129, 2.087245, 1.328001], [-0.375859, 0.446025, 0.971801], [0.024951, -0.218775, -1.548129], [-0.573939, 0.853235, -2.767539], [-2.571249, -0.480245, -0.788149], [-2.014729, -1.250645, -2.180719], [-2.728079, 0.841385, -3.258649], [-2.677019, 6.910345, 4.160191], [-3.346969, 6.070185, 3.209941], [-3.345219, 6.800625, 5.495731], [-1.262749, 6.588005, 4.258971], [-2.852969, 8.261535, 3.596671], [5.791331, -4.296305, 1.109251], [7.279231, -4.203975, 1.457651], [8.065511, -5.084945, 0.523421], [9.447901, -4.871655, 0.694601], [10.037701, -5.191015, 1.984111], [7.763471, -2.852105, 1.288391], [5.264481, -3.689095, 1.845331], [5.462881, -5.309265, 1.341931], [5.412401, -3.986215, 0.135421], [7.386081, -4.553355, 2.484601], [7.886071, -5.016355, -0.549519], [7.630351, -6.037245, 0.826501], [9.796461, -6.230825, 2.204801], [9.693701, -4.567855, 2.809611], [11.124561, -5.123965, 1.935831], [8.763281, -2.785665, 1.161651], [7.590961, -2.600365, 0.325601], [-10.522199, 4.021735, 1.661701], [-9.165029, 3.680245, 1.114221], [-9.245509, 2.479665, 0.086361], [-9.426169, 1.276855, 0.815941], [-9.283959, 0.083985, -0.016259], [-8.711509, 4.849665, 0.444801], [-10.355919, 4.885625, 2.305241], [-11.028149, 3.261135, 2.256351], [-11.216459, 4.188095, 0.838041], [-8.558099, 3.508745, 2.003231], [-8.293329, 2.310115, -0.416339], [-9.997459, 2.605525, -0.692629], [-8.411819, -0.002665, -0.664309], [-10.078689, -0.068265, -0.746559], [-9.394599, -0.750935, 0.675661], [-8.907579, 5.732405, 0.894721], [-7.705779, 4.925305, 0.391111], [-4.720849, 4.110065, -7.588399], [-4.430149, 2.824365, -8.487609], [-4.226619, 3.210795, -9.948219], [-5.339089, 4.029485, -10.529089], [-5.064509, 4.568245, -11.840259], [-3.238099, 2.135175, -7.929089], [-5.236949, 3.793675, -6.681959], [-5.218459, 4.912415, -8.133099], [-3.813069, 4.525155, -7.150499], [-5.310989, 2.211935, -8.294879], [-3.957249, 2.356555, -10.569359], [-3.347349, 3.854395, -9.921179], [-4.181279, 5.200645, -11.750369], [-5.946199, 5.173215, -12.051739], [-5.015019, 3.894055, -12.695309], [-2.580089, 2.777975, -8.346149], [-3.084679, 1.298905, -8.474259], [-4.794149, -0.188715, 7.608631], [-4.408129, 1.199175, 8.075151], [-2.990479, 1.652485, 7.702531], [-1.959979, 0.677935, 7.999531], [-0.686689, 1.118605, 7.595201], [-5.383619, 2.222885, 7.617131], [-4.801499, -0.146815, 6.519461], [-5.764929, -0.490265, 8.002011], [-4.019949, -0.905855, 7.881421], [-4.532069, 1.258895, 9.156431], [-2.720299, 2.524095, 8.298681], [-2.953849, 1.906235, 6.643111], [-0.422649, 2.072875, 8.051001], [-0.661049, 1.337855, 6.527781], [0.141151, 0.505565, 7.951511], [-5.331059, 2.204645, 6.608661], [-4.949049, 3.129585, 7.712821], [6.610661, 1.144165, -7.234759], [5.966911, 0.777315, -6.086689], [6.654911, 0.064895, -4.917029], [6.090051, -0.209635, -3.857609], [8.075281, -0.120055, -5.150889], [8.749371, 0.230305, -6.251379], [8.077171, 0.799975, -7.506769], [8.671291, 0.978085, -8.582429], [10.103381, 0.144355, -6.294739], [4.649491, 0.777505, -5.949459], [6.035721, 1.635005, -8.006059], [8.683891, -0.360285, -4.291649], [10.345201, 0.257385, -7.216879], [4.309401, 1.600145, -6.308899], [-2.286259, -7.140905, 7.495921], [-1.931519, -5.954045, 6.950801], [-1.948269, -5.606495, 5.569061], [-1.347769, -4.717935, 4.972751], [-2.819949, -6.598275, 4.819441], [-3.322449, -7.727305, 5.351331], [-2.929619, -8.221985, 6.695461], [-3.118609, -9.373165, 7.142041], [-3.975559, -8.660735, 4.656291], [-1.486609, -5.017495, 7.812811], [-2.203439, -7.076385, 8.570801], [-2.950429, -6.533215, 3.749331], [-4.155299, -9.420835, 5.214451], [-1.502329, -4.183545, 7.337531], [2.933371, -4.603635, -7.014029], [2.243581, -3.972655, -7.976829], [0.750931, -3.882345, -7.973489], [0.047181, -3.226245, -8.757109], [0.153501, -4.691285, -6.896149], [0.859701, -5.308035, -5.902929], [2.359901, -5.274585, -5.766389], [3.030181, -5.606405, -4.825439], [0.253511, -5.995135, -4.864629], [2.796191, -3.413795, -9.049809], [4.001801, -4.756435, -7.052999], [-0.922229, -4.781425, -6.863489], [0.871421, -6.660815, -4.553739], [2.205971, -2.842425, -9.546569], [8.441771, 2.031625, 7.472021], [7.695141, 1.519805, 6.481201], [6.471111, 2.218915, 5.878551], [5.661791, 1.658755, 5.088721], [6.270811, 3.527535, 6.517221], [7.097081, 4.104485, 7.437141], [8.219101, 3.340355, 8.046401], [9.029601, 3.771145, 8.889321], [6.961981, 5.397175, 7.828571], [7.990841, 0.321645, 5.979921], [9.310301, 1.552525, 7.899251], [5.476221, 4.135285, 6.110191], [7.568861, 5.563185, 8.553661], [7.557841, 0.192035, 5.132981]],
  "forces_ev_per_a": [[0.005, -0.767, 0.282], [-0.108, -0.627, 1.305], [0.362, -0.479, -0.397], [0.072, 0.822, -1.086], [0.240, 0.476, 1.049], [0.265, 0.468, 0.134], [0.100, -0.434, 0.199], [0.256, 0.102, 0.117], [-0.278, -0.186, 0.215], [0.124, 0.449, 0.158], [-0.326, 0.218, -0.348], [-0.128, -0.020, 0.057], [-0.062, -0.118, -0.251], [0.254, -0.151, -0.210], [-0.293, 0.165, -0.226], [-0.314, -0.244, -0.378], [-0.093, 0.003, 0.384], [-0.121, 0.069, -0.053], [0.230, 0.397, 0.188], [0.013, 0.027, -0.639], [-0.262, -0.028, -0.370], [-1.328, 2.166, 0.568], [-0.038, -1.650, -0.148], [1.346, 0.070, -1.996], [-0.591, -0.128, 0.149], [0.662, -0.682, 1.291], [-0.351, -0.003, 1.505], [-0.270, 0.919, -2.082], [-0.125, -0.961, 1.164], [1.172, -0.442, 0.560], [-0.743, -0.557, -0.804], [-0.152, 1.628, -0.017], [-0.130, 0.201, -0.030], [-0.114, -0.177, -0.360], [0.651, -0.074, -0.214], [0.190, 0.129, 0.041], [-0.226, 0.624, 0.095], [1.002, -1.197, -0.198], [-0.054, -0.123, 0.227], [-0.193, 0.217, -0.132], [-0.151, 0.234, -0.429], [0.607, -0.670, 1.044], [-1.115, 0.269, -0.362], [-0.829, -0.331, 0.172], [-0.818, -0.974, -0.146], [1.276, -0.041, 1.302], [-0.157, -1.432, -1.063], [-1.039, 0.446, 0.828], [1.167, 1.426, -1.387], [-0.570, 0.214, -0.103], [0.497, -0.282, 0.129], [0.018, 0.646, -0.019], [0.414, -0.996, -0.210], [0.357, 0.725, -0.318], [-0.351, 0.352, 0.152], [0.736, 0.441, 0.613], [-0.644, 0.559, 0.067], [0.463, 0.016, -0.053], [-0.794, -0.157, 0.334], [0.296, -0.609, -0.283], [0.785, -0.935, -0.236], [-1.619, 1.174, 1.603], [-0.876, 1.461, -0.585], [1.379, -1.831, 0.224], [-0.592, 0.391, 1.185], [-0.602, 0.993, -1.029], [-0.545, 0.064, -0.283], [-0.272, -0.297, 0.105], [0.475, 0.028, -0.465], [0.029, -0.299, -0.588], [-0.397, -0.189, -0.196], [0.319, 0.303, -0.266], [0.115, 0.049, -0.415], [0.163, 0.286, 0.084], [0.399, -0.654, 0.382], [1.334, -0.032, 0.558], [-0.074, -0.527, -0.040], [0.519, 0.399, -0.368], [-0.213, 0.701, 0.956], [0.800, -0.782, 0.543], [-0.531, -0.312, -0.100], [0.066, 1.150, 0.300], [0.677, -0.394, -0.748], [-0.310, -0.291, -0.216], [0.067, 0.051, -0.133], [-0.099, -0.018, 0.168], [0.428, -0.315, 0.227], [-0.255, 0.431, -0.166], [0.026, 0.072, -0.275], [-0.317, 0.487, 0.246], [0.191, -0.462, -0.299], [-0.495, -0.761, -0.347], [-0.561, -0.446, -0.688], [0.015, 0.527, 0.870], [0.890, -0.423, 0.621], [1.334, -1.313, -0.869], [-0.158, 0.360, 0.497], [0.640, 0.447, -1.944], [0.784, 0.158, 0.699], [0.609, 0.133, -0.920], [-0.776, 0.729, -0.412], [-1.175, -0.547, 2.678], [-1.156, -0.140, 0.212], [-0.914, 0.893, 0.514], [0.084, -0.111, -0.303], [-0.070, -0.435, 0.126], [0.320, 0.224, -0.537], [-0.436, 0.028, -0.361], [-0.218, 0.650, -0.781], [0.573, -0.278, 3.181], [-1.210, -1.401, -4.193], [-0.603, -0.579, 1.556], [0.129, -0.018, -0.221], [0.564, -1.232, -0.063], [0.742, -0.324, 3.051], [-0.024, 2.547, -1.789], [-0.304, 0.752, -1.116], [-0.088, 0.098, -0.167], [-0.074, -0.948, 0.151], [0.037, 0.570, -0.099], [0.079, -0.336, 0.506], [0.393, 0.529, -0.019], [0.597, -0.922, 0.990], [-0.492, 0.433, -0.556], [-1.714, 0.038, 0.644], [2.056, -1.070, 1.075], [0.233, -0.673, 1.333], [-0.956, -0.856, 1.163], [-0.125, 2.299, -3.089], [-0.588, -0.510, -0.001], [-0.304, 0.909, -1.603], [1.555, -0.107, -0.003], [0.198, 0.470, -0.328], [-0.103, 0.084, -0.065], [0.364, -0.015, 0.364], [-0.715, -0.066, 0.084], [-0.139, -0.003, 0.138], [-0.096, -0.491, -0.798], [-1.578, -0.788, 0.443], [2.965, 1.559, 2.033], [0.069, 1.030, -0.360], [-0.626, 0.687, -0.115], [1.981, -0.287, 0.606], [-2.180, 0.165, -1.321], [-0.551, -1.184, -0.685], [0.443, -0.221, 0.131], [-0.070, -0.446, -0.250], [-0.164, 0.055, 0.026], [0.466, -0.039, 0.363], [-0.534, -0.050, -0.237]],
  "mulliken_charge": [-0.80, -0.03, -1.00, -0.94, -0.68, -0.53, -0.48, 0.35, 0.36, 0.42, 0.42, 0.39, 0.42, 0.37, 0.44, 0.38, 0.43, 0.50, 0.32, 0.31, 0.37, 1.55, -0.64, -0.63, -0.64, -0.65, -1.58, 0.49, -0.68, -0.39, -0.69, -0.68, 0.38, 0.40, 0.33, 0.28, 0.37, 0.35, 0.32, 0.29, 0.26, 0.31, 0.25, -1.50, 0.61, -0.56, -0.31, -0.74, -0.73, 0.40, 0.34, 0.33, 0.24, 0.27, 0.33, 0.27, 0.32, 0.26, 0.24, 0.23, -1.19, 0.22, -0.71, -0.32, -0.71, -0.72, 0.30, 0.31, 0.31, 0.42, 0.35, 0.33, 0.32, 0.23, 0.28, 0.32, 0.26, -1.30, 0.45, -0.75, -0.30, -0.78, -0.74, 0.31, 0.36, 0.28, 0.25, 0.39, 0.37, 0.32, 0.30, 0.28, 0.28, 0.28, -0.71, 0.64, 0.38, -0.59, -0.63, 0.43, 0.62, -0.60, -0.51, -0.43, 0.32, 0.39, 0.35, 0.33, -0.63, 0.64, 0.37, -0.58, -0.72, 0.27, 0.84, -0.61, -0.53, -0.48, 0.39, 0.39, 0.35, 0.30, -0.98, 0.61, 0.81, -0.61, -0.80, 0.60, 0.46, -0.55, -0.51, -0.53, 0.41, 0.43, 0.33, 0.35, -0.85, 0.70, 0.52, -0.62, -0.79, 0.36, 0.84, -0.62, -0.51, -0.50, 0.40, 0.41, 0.34, 0.32],
  "lumo_ev": -2.414,
  "total_charge": 0,
  "e_tot_ev": -119004.437
}